# 1
A molecular structure, C21H23LiNO2. Source: OMol25; level of theory: ωB97M-V/def2-TZVPD.

```
48
C21H23LiNO2 | OMol25 | ωB97M-V/def2-TZVPD
Li 3.828 -1.204 1.154
C 2.129 -4.429 4.906
C 2.065 -4.462 3.372
C 2.375 -5.884 2.884
C 0.649 -4.072 2.924
C 3.045 -3.515 2.810
C 3.868 -2.725 2.355
H 1.370 -5.090 5.337
H 1.960 -3.415 5.270
H 3.112 -4.752 5.252
H 1.614 -6.587 3.241
H 3.350 -6.208 3.249
H 2.396 -5.914 1.794
H -0.090 -4.765 3.340
H 0.573 -4.089 1.835
H 0.408 -3.061 3.259
C -3.025 5.502 -1.719
C -2.200 4.580 -2.584
C -2.208 4.759 -3.962
C -1.442 3.943 -4.782
C -0.704 2.915 -4.226
C -0.698 2.706 -2.846
N 0.085 1.647 -2.353
C -0.321 0.714 -1.414
C -1.675 0.389 -1.267
C -2.076 -0.588 -0.372
C -1.138 -1.271 0.392
C 0.204 -0.951 0.246
C 0.635 0.032 -0.641
C 2.119 0.331 -0.750
O 2.511 1.052 -1.683
O 2.852 -0.201 0.133
C -1.418 3.568 -2.007
C -1.307 3.448 -0.510
H -3.606 6.185 -2.340
H -2.399 6.105 -1.058
H -3.718 4.947 -1.083
H -2.812 5.550 -4.392
H -1.441 4.093 -5.855
H -0.131 2.238 -4.846
H 1.099 1.660 -2.474
H -2.404 0.904 -1.882
H -3.130 -0.825 -0.281
H -1.444 -2.041 1.089
H 0.957 -1.459 0.835
H -2.065 2.783 -0.089
H -1.413 4.421 -0.032
H -0.338 3.034 -0.229
```

Its charge is -1. The calculation puts the molar mass at 328.36 g mol⁻¹. As for the LUMO energy: 2.73 eV. The calculation puts the HOMO energy at -4.862 eV. As for the frontier orbital gap: 7.59 eV.



# 2
2 unconnected molecules or ions with the total composition C21H23N2 at a distorted geometry. Source: OMol25; level of theory: ωB97M-V/def2-TZVPD.

```
46
C21H23N2 | OMol25 | ωB97M-V/def2-TZVPD
C 3.641 -4.138 3.538
C 2.783 -2.960 3.205
C 1.632 -3.159 2.430
C 0.889 -2.088 1.985
C 1.241 -0.744 2.325
C 0.526 0.279 1.673
C 0.507 1.656 2.015
C -0.718 2.363 1.837
C -0.835 3.699 2.185
C 0.257 4.387 2.737
C 1.480 3.721 2.903
C 1.624 2.391 2.511
C 2.285 -0.582 3.296
C 3.084 -1.663 3.648
H 4.593 -3.826 3.977
H 3.136 -4.806 4.250
H 3.843 -4.734 2.637
H 1.348 -4.177 2.163
H 0.016 -2.239 1.350
H -0.168 -0.046 0.908
H -1.562 1.804 1.428
H -1.784 4.212 2.028
H 0.154 5.436 3.023
H 2.330 4.252 3.336
H 2.600 1.909 2.554
H 2.464 0.388 3.752
H 3.968 -1.525 4.275
C -1.717 0.840 -5.819
N -2.403 0.055 -4.812
C -3.698 -0.418 -5.261
C -1.935 -0.111 -3.537
C -2.735 -0.683 -2.513
C -2.279 -0.648 -1.194
N -1.068 -0.181 -0.842
C -0.263 0.274 -1.813
C -0.636 0.321 -3.157
H -0.846 1.356 -5.412
H -1.397 0.198 -6.653
H -2.404 1.588 -6.244
H -4.114 -1.170 -4.588
H -4.411 0.417 -5.354
H -3.593 -0.857 -6.263
H -3.712 -1.111 -2.721
H -2.926 -1.008 -0.391
H 0.731 0.621 -1.516
H 0.075 0.709 -3.881
```

Its charge is +1. The calculation puts the molar mass at 303.43 g mol⁻¹. The calculation puts the energy relative to the best compared isomer or geometry (same formula, charge and spin) at 115.2 kJ/mol. As for the LUMO energy: -5.20 eV. The calculation puts the HOMO energy at -10.419 eV. As for the frontier orbital gap: 5.22 eV.



# 3
A molecular structure, C21H23N3O4 at a distorted geometry. Source: OMol25; level of theory: ωB97M-V/def2-TZVPD.

```
51
C21H23N3O4 | OMol25 | ωB97M-V/def2-TZVPD
C 2.024 4.774 2.010
H 3.103 4.381 2.203
O 1.168 3.674 2.489
C 1.243 2.558 1.931
C 2.298 2.157 0.883
C 2.073 0.926 0.575
C 0.998 0.130 1.040
C 0.318 0.395 2.015
C 0.333 1.733 2.485
O -0.665 2.257 3.270
C -1.692 1.432 4.034
H -2.141 2.136 4.607
H -2.261 1.146 2.839
H -1.353 0.567 4.475
H -0.472 -0.255 2.306
C 1.012 -1.308 0.546
O 1.472 -1.605 -0.749
N 0.520 -2.310 1.286
H 0.279 -2.314 2.260
C 0.447 -3.740 0.959
H 0.646 -4.395 1.762
H 1.330 -3.875 0.442
C -0.740 -4.134 0.143
O -1.666 -4.845 0.462
N -0.481 -3.467 -0.976
N -1.688 -3.552 -2.063
C -1.834 -2.475 -3.087
C -1.121 -1.361 -2.811
C -1.157 -0.350 -1.833
C -0.554 0.870 -1.839
C -0.891 1.716 -0.780
C -0.279 3.069 -0.826
C 0.593 3.384 -1.625
C 1.129 2.583 -2.678
C 0.566 1.303 -2.695
H 0.924 0.409 -3.188
H 2.075 2.725 -3.265
H 0.786 4.470 -1.537
H -0.798 3.763 -0.022
H -1.797 1.567 -0.019
H -1.721 -0.785 -1.009
H -0.973 -0.766 -3.729
C -2.786 -2.715 -4.026
H -2.268 -2.734 -5.084
H -3.162 -3.738 -3.783
H -3.570 -2.148 -4.215
H -0.040 -2.663 -1.353
H 2.743 0.433 -0.287
H 3.036 2.695 0.755
H 1.863 5.825 2.643
H 2.087 4.881 0.958
```

Its charge is 0. The calculation puts the molar mass at 381.43 g mol⁻¹. The calculation puts the energy relative to the best compared isomer or geometry (same formula, charge and spin) at 1641.2 kJ/mol. As for the LUMO energy: -0.48 eV. The calculation puts the HOMO energy at -7.735 eV. As for the frontier orbital gap: 7.26 eV.



# 4
A molecular structure, C21H23N4S2Tc. Source: OMol25; level of theory: ωB97M-V/def2-TZVPD.

```
51
C21H23N4S2Tc | OMol25 | ωB97M-V/def2-TZVPD
Tc -1.275 -1.000 -0.027
N -3.261 2.851 0.142
C -2.517 1.787 -0.018
S -3.158 0.303 -0.612
N -1.196 1.969 0.320
N -0.440 0.917 0.095
C 0.886 1.049 0.321
C 1.510 2.278 0.709
C 2.533 2.239 1.693
C 3.126 3.403 2.116
C 2.765 4.619 1.530
C 1.786 4.673 0.535
C 1.144 3.524 0.142
C 1.644 -0.186 0.081
C 3.021 -0.187 -0.087
C 3.673 -1.374 -0.403
C 2.921 -2.516 -0.593
C 1.541 -2.436 -0.457
N 0.908 -1.314 -0.111
H -4.251 2.848 -0.071
H -2.848 3.707 0.495
H 2.793 1.300 2.164
H 3.870 3.379 2.901
H 3.257 5.530 1.846
H 1.543 5.617 0.068
H 0.415 3.561 -0.655
H 3.579 0.734 -0.006
H 4.748 -1.389 -0.527
H 3.377 -3.457 -0.869
H 0.925 -3.302 -0.651
C -2.944 -2.496 0.857
C -2.674 -1.562 1.878
C -1.426 -1.563 2.512
C -0.521 -2.621 2.288
C -0.801 -3.570 1.324
C -1.968 -3.448 0.538
H -3.904 -2.510 0.359
H -3.422 -0.832 2.154
H -1.213 -0.822 3.272
H 0.388 -2.680 2.873
H -0.128 -4.400 1.153
H -2.166 -4.169 -0.245
C -0.146 -0.250 -3.172
S -1.020 -1.583 -2.327
C -2.571 -1.629 -3.239
H -0.720 0.672 -3.105
H -0.019 -0.545 -4.212
H 0.833 -0.142 -2.711
H -2.343 -2.000 -4.238
H -3.023 -0.641 -3.289
H -3.231 -2.335 -2.739
```

Its charge is +3. The calculation puts the molar mass at 493.58 g mol⁻¹. The calculation puts the energy relative to the best compared isomer or geometry (same formula, charge and spin) at 0.0 kJ/mol. As for the LUMO energy (alpha / beta): -10.27 / -12.29 eV. Its expectation value of S² is 3.806. The calculation puts the HOMO energy (alpha / beta) at -17.709 / -18.016 eV. As for the spin multiplicity: 4. As for the frontier orbital gap (alpha / beta): 7.44 / 5.73 eV.



# 5
A single C21H23N5O4S molecule at a distorted geometry. Source: OMol25; level of theory: ωB97M-V/def2-TZVPD.

```
54
C21H23N5O4S | OMol25 | ωB97M-V/def2-TZVPD
C -8.517 -1.952 0.390
H -9.250 -1.357 -0.159
H -8.440 -2.950 -0.032
H -8.821 -2.000 1.438
O -7.228 -1.372 0.277
C -7.106 -0.122 0.764
O -8.029 0.472 1.268
C -5.741 0.419 0.610
C -4.714 -0.317 0.018
C -3.456 0.229 -0.104
C -3.197 1.521 0.362
C -4.221 2.260 0.954
C -5.478 1.707 1.073
H -6.282 2.264 1.529
H -4.021 3.255 1.314
N -1.902 2.002 0.197
C -1.370 3.169 0.632
O -1.947 4.044 1.236
C 0.108 3.303 0.262
H 0.412 4.341 0.393
H 0.308 2.964 -0.754
S 1.200 2.357 1.374
C 1.096 0.780 0.655
N 0.294 0.418 -0.317
N 0.527 -0.879 -0.577
C 1.461 -1.295 0.229
N 1.862 -0.275 1.051
C 2.868 -0.283 2.073
H 2.744 -1.163 2.704
H 3.862 -0.308 1.623
H 2.763 0.618 2.675
C 1.989 -2.688 0.278
N 3.417 -2.717 0.503
C 4.314 -2.334 -0.493
C 3.943 -1.553 -1.587
C 4.888 -1.136 -2.499
C 6.231 -1.481 -2.355
C 6.606 -2.264 -1.270
C 5.656 -2.683 -0.357
H 5.961 -3.294 0.481
H 7.632 -2.561 -1.123
O 7.079 -1.011 -3.318
C 8.441 -1.340 -3.226
H 8.890 -0.950 -2.305
H 8.599 -2.423 -3.275
H 8.918 -0.869 -4.084
H 4.602 -0.534 -3.347
H 2.913 -1.274 -1.738
H 3.732 -3.521 1.026
H 1.507 -3.209 1.112
H 1.682 -3.182 -0.655
H -1.248 1.341 -0.245
H -2.656 -0.337 -0.560
H -4.913 -1.314 -0.342
```

Its charge is 0. The calculation puts the molar mass at 441.51 g mol⁻¹. The calculation puts the energy relative to the best compared isomer or geometry (same formula, charge and spin) at 133.1 kJ/mol. As for the LUMO energy: 0.37 eV. Its structure (SMILES) is COC(=O)c1ccc(NC(=O)CSc2nnc(CNc3ccc(OC)cc3)n2C)cc1. The calculation puts the HOMO energy at -7.949 eV. As for the frontier orbital gap: 8.32 eV.



# 6
A single C21H23N5O4S molecule at a distorted geometry. Source: OMol25; level of theory: ωB97M-V/def2-TZVPD.

```
54
C21H23N5O4S | OMol25 | ωB97M-V/def2-TZVPD
C 7.658 -2.297 -0.667
H 7.778 -3.366 -0.828
H 7.561 -2.118 0.402
C 6.438 -1.782 -1.431
C 6.328 -0.278 -1.266
O 6.872 0.484 -2.043
N 5.640 0.182 -0.189
C 4.908 -0.648 0.750
H 5.587 -1.308 1.302
C 4.148 0.253 1.729
N 3.342 1.208 1.016
C 1.995 1.033 0.788
C 1.252 2.059 0.187
C -0.102 1.945 -0.034
C -0.783 0.791 0.342
C -0.057 -0.237 0.944
C 1.297 -0.124 1.161
H 1.806 -0.961 1.613
H -0.567 -1.144 1.238
N -2.147 0.569 0.163
C -3.110 1.329 -0.360
S -3.018 2.850 -0.994
N -4.392 0.759 -0.376
C -4.786 -0.468 0.055
O -4.025 -1.297 0.531
C -6.239 -0.762 -0.114
C -7.220 0.221 -0.101
C -8.549 -0.154 -0.243
C -8.920 -1.484 -0.401
C -7.938 -2.458 -0.401
C -6.610 -2.100 -0.250
H -5.833 -2.849 -0.234
H -8.209 -3.496 -0.514
H -9.965 -1.729 -0.512
N -9.572 0.870 -0.221
O -10.723 0.513 -0.338
O -9.210 2.018 -0.089
H -6.997 1.268 0.047
H -5.076 1.378 -0.796
H -2.472 -0.348 0.487
H -0.631 2.761 -0.495
H 1.738 2.978 -0.096
C 4.106 2.075 0.130
H 3.657 2.052 -0.869
C 5.560 1.612 0.030
H 6.120 1.882 0.932
H 6.042 2.091 -0.825
H 4.089 3.110 0.495
H 3.526 -0.351 2.387
H 4.855 0.798 2.363
H 4.179 -1.267 0.212
H 6.582 -1.974 -2.496
H 5.536 -2.296 -1.102
H 8.553 -1.791 -1.019
```

Its charge is 0. The calculation puts the molar mass at 441.51 g mol⁻¹. The calculation puts the energy relative to the best compared isomer or geometry (same formula, charge and spin) at 314.4 kJ/mol. As for the LUMO energy: -0.94 eV. Its structure (SMILES) is CCC(=O)N1CCN(c2ccc(NC(=S)NC(=O)c3cccc([N+](=O)[O-])c3)cc2)CC1. The calculation puts the HOMO energy at -7.528 eV. As for the frontier orbital gap: 6.58 eV.



# 7
2 unconnected molecules or ions with the total composition C21H23NO3S at a distorted geometry. Source: OMol25; level of theory: ωB97M-V/def2-TZVPD.

```
49
C21H23NO3S | OMol25 | ωB97M-V/def2-TZVPD
C 2.754 1.194 4.790
N 3.197 1.002 3.425
C 4.489 1.591 3.140
C 2.306 0.606 2.418
C 1.456 1.549 1.796
C 0.605 1.147 0.785
C 0.550 -0.206 0.378
C -0.269 -0.639 -0.733
C -0.268 -0.001 -1.937
C -1.142 -0.437 -3.064
O -2.020 -1.293 -3.041
C -0.735 0.412 -4.225
C 0.257 1.324 -3.833
C 0.776 2.257 -4.724
C 0.298 2.259 -6.038
C -0.681 1.324 -6.444
C -1.205 0.398 -5.534
C 0.630 1.115 -2.403
O 1.501 1.733 -1.801
C 1.324 -1.155 1.080
C 2.221 -0.759 2.051
H 1.782 0.713 4.939
H 3.486 0.751 5.479
H 2.665 2.264 5.036
H 4.766 1.403 2.097
H 4.480 2.677 3.322
H 5.243 1.144 3.803
H 1.508 2.596 2.104
H -0.046 1.880 0.312
H -0.708 -1.640 -0.690
H 1.533 2.960 -4.374
H 0.683 2.984 -6.755
H -1.031 1.325 -7.476
H -1.966 -0.332 -5.810
H 1.234 -2.204 0.798
H 2.880 -1.475 2.548
C -4.696 -1.953 1.970
S -2.927 -1.766 1.665
C -2.416 -3.493 1.595
C -2.631 -1.082 0.202
O -2.290 -1.123 2.815
H -5.137 -2.504 1.135
H -4.838 -2.490 2.915
H -5.125 -0.948 2.027
H -3.036 -4.020 0.861
H -1.361 -3.509 1.296
H -2.542 -3.924 2.598
H -2.924 -1.663 -0.675
H -2.634 0.008 0.174
```

Its charge is 0. The calculation puts the molar mass at 369.49 g mol⁻¹. The calculation puts the energy relative to the best compared isomer or geometry (same formula, charge and spin) at 355.9 kJ/mol. As for the LUMO energy: -0.42 eV. Its structure (SMILES) is CN(C)c1ccc(C=C2C(=O)c3ccccc3C2=O)cc1.C=S(C)(C)=O. The calculation puts the HOMO energy at -7.601 eV. As for the frontier orbital gap: 7.18 eV.



# 8
A molecular structure, C21H24As2BrIrN2O2 at a distorted geometry. Source: OMol25; level of theory: ωB97M-V/def2-TZVPD.

```
53
C21H24As2BrIrN2O2 | OMol25 | ωB97M-V/def2-TZVPD
Ir 0.625 -0.192 -0.346
C -1.179 2.999 -1.051
As -0.339 1.988 0.351
C -1.505 2.038 1.875
C 1.180 3.015 0.904
C 1.039 4.377 1.164
C 2.117 5.092 1.666
C 3.334 4.460 1.905
C 3.482 3.105 1.643
C 2.398 2.393 1.135
As 2.565 0.532 0.765
C 2.758 -0.389 2.435
C 4.175 0.275 -0.244
H -1.729 3.801 -0.559
H -1.890 2.381 -1.598
H -0.431 3.396 -1.733
H -1.520 3.092 2.155
H -1.127 1.417 2.678
H -2.504 1.708 1.592
H 0.099 4.889 0.998
H 2.005 6.146 1.882
H 4.171 5.024 2.293
H 4.433 2.626 1.841
H 3.737 -0.115 2.829
H 2.710 -1.467 2.291
H 1.970 -0.070 3.114
H 4.877 1.051 0.058
H 3.987 0.342 -1.313
H 4.581 -0.709 -0.013
Br 2.042 -2.499 -2.246
C 1.147 -3.254 -0.794
C 1.084 -4.612 -0.555
C 0.406 -5.036 0.581
C -0.163 -4.102 1.444
C -0.052 -2.772 1.120
N 0.576 -2.353 0.009
C -0.547 -1.649 1.952
O -1.101 -1.727 2.995
O -0.269 -0.432 1.390
H 1.546 -5.315 -1.234
H 0.335 -6.095 0.799
H -0.676 -4.388 2.353
C 0.937 1.269 -4.892
C 1.687 1.935 -3.927
C 1.496 1.623 -2.601
N 0.618 0.666 -2.210
C -0.112 0.025 -3.152
C 0.011 0.313 -4.491
H 1.071 1.494 -5.942
H 2.405 2.696 -4.201
H 2.022 2.150 -1.815
H -0.813 -0.727 -2.803
H -0.610 -0.208 -5.207
```

Its charge is +3. The calculation puts the molar mass at 758.40 g mol⁻¹. The calculation puts the energy relative to the best compared isomer or geometry (same formula, charge and spin) at 77.1 kJ/mol. As for the LUMO energy (alpha / beta): -11.39 / -11.96 eV. Its expectation value of S² is 0.754. The calculation puts the HOMO energy (alpha / beta) at -18.515 / -18.526 eV. As for the spin multiplicity: 2. As for the frontier orbital gap (alpha / beta): 7.13 / 6.57 eV.